Entry from OMol25: a cluster of 6 separate species, H12O6 in total (wB97M-V/def2-TZVPD).

The calculation puts the maximum force at 0.006 Eh/bohr. Its spin multiplicity is 1. The energy relative to the best compared isomer or geometry (same formula, charge and spin) comes out at 173.3 kJ/mol. As for the charge: 0. For the frontier orbital gap, the calculation gives 11.76 eV.

Each line ends with the Löwdin charge.
Positions of all 18 atoms, in Å:
H (0.339, -0.772, 0.391)  0.01
H (1.507, 0.069, -0.096)  0.03
H (-0.672, 2.196, -1.716)  0.02
H (-0.431, 3.375, -2.645)  0.03
H (0.732, -3.938, 2.753)  0.03
H (0.408, -3.968, 1.268)  0.03
H (-0.297, 1.876, 2.260)  0.04
H (-0.735, 0.624, 1.518)  0.02
H (-4.786, -0.363, 1.656)  0.03
H (-4.164, -0.414, 0.270)  0.03
H (4.889, 1.156, -2.384)  0.03
H (3.662, 0.660, -3.132)  0.03
O (1.126, -0.814, -0.164)  -0.06
O (-1.116, 2.758, -2.361)  -0.06
O (0.000, -3.848, 2.133)  -0.06
O (-0.712, 1.585, 1.441)  -0.05
O (-3.985, -0.632, 1.192)  -0.06
O (4.232, 0.451, -2.383)  -0.06

Entry from OMol25: a cluster of 6 separate species, H12O6 in total in a non-equilibrium geometry (wB97M-V/def2-TZVPD).

The calculation puts the maximum force at 0.064 Eh/bohr. Its spin multiplicity is 1. The energy relative to the best compared isomer or geometry (same formula, charge and spin) comes out at 198.7 kJ/mol. As for the charge: 0. For the frontier orbital gap, the calculation gives 11.47 eV.

Each line ends with the Löwdin charge.
Positions of all 18 atoms, in Å:
H (-0.888, 0.463, 0.517)  -0.04
H (-2.367, 0.218, 0.332)  0.05
H (4.033, 1.280, -0.837)  0.07
H (2.633, 1.124, -1.260)  0.04
H (-0.147, 4.331, -0.333)  0.01
H (-0.559, 5.692, -0.800)  0.09
H (1.752, -0.592, 1.575)  0.07
H (1.702, 0.831, 1.865)  0.02
H (-2.412, -2.728, -0.191)  0.00
H (-3.937, -2.803, -0.542)  0.07
H (0.202, -4.747, -0.685)  0.05
H (0.507, -3.220, -0.495)  -0.01
O (-1.516, 0.265, -0.139)  -0.05
O (3.116, 1.518, -0.502)  -0.10
O (-0.584, 5.091, 0.036)  -0.09
O (1.229, 0.209, 1.339)  -0.05
O (-3.261, -2.891, 0.200)  -0.08
O (0.497, -4.041, -0.081)  -0.04

Entry from OMol25: a cluster of 6 separate species, H12O6 in total (wB97M-V/def2-TZVPD).

The calculation puts the maximum force at 0.007 Eh/bohr. Its spin multiplicity is 1. The energy relative to the best compared isomer or geometry (same formula, charge and spin) comes out at 163.1 kJ/mol. As for the charge: 0. For the frontier orbital gap, the calculation gives 11.42 eV.

Each line ends with the Löwdin charge.
Positions of all 18 atoms, in Å:
O (-1.275, 4.058, 1.138)  -0.05
H (-0.869, 3.195, 1.219)  0.02
H (-1.616, 4.079, 0.244)  0.03
O (-3.582, 0.371, -4.306)  -0.05
H (-2.900, 0.184, -4.951)  0.03
H (-3.263, -0.027, -3.496)  0.01
O (0.046, 0.094, 1.141)  -0.05
H (-0.563, -0.514, 0.721)  0.02
H (0.913, -0.261, 0.948)  0.03
O (3.266, -1.685, -1.108)  -0.05
H (3.192, -2.256, -1.872)  0.03
H (3.738, -0.916, -1.427)  0.03
O (-2.555, -2.248, -1.445)  -0.05
H (-3.381, -2.566, -1.080)  0.03
H (-2.389, -2.819, -2.195)  0.03
O (3.775, 0.724, 5.227)  -0.05
H (3.368, -0.135, 5.116)  0.03
H (4.095, 0.722, 6.129)  0.03

Entry from OMol25: a cluster of 6 separate species, H12O6 in total in a non-equilibrium geometry (wB97M-V/def2-TZVPD).

The calculation puts the maximum force at 0.100 Eh/bohr. Its spin multiplicity is 1. The energy relative to the best compared isomer or geometry (same formula, charge and spin) comes out at 337.3 kJ/mol. As for the charge: 0. For the frontier orbital gap, the calculation gives 10.40 eV.

Each line ends with the Löwdin charge.
Positions of all 18 atoms, in Å:
H (-0.983, 0.197, -1.340)  0.05
H (0.021, 0.879, -0.610)  -0.02
H (-0.777, -1.290, 2.924)  0.03
H (-1.504, -1.871, 4.081)  0.06
H (3.663, -0.504, 0.953)  0.04
H (3.433, 0.904, 0.533)  0.01
H (-3.223, 3.733, -0.580)  0.04
H (-4.417, 2.934, -0.585)  0.02
H (1.430, -0.905, -3.321)  0.02
H (0.325, -0.791, -2.164)  0.07
H (1.607, -1.320, 0.018)  0.07
H (0.886, -2.228, -0.836)  -0.02
O (-0.507, 0.172, -0.499)  -0.03
O (-1.169, -2.141, 3.172)  -0.09
O (3.562, 0.397, 1.319)  -0.05
O (-4.096, 3.721, -0.145)  -0.06
O (1.065, -0.287, -2.692)  -0.10
O (0.684, -1.599, -0.228)  -0.05

Entry from OMol25: a cluster of 6 separate species, H12O6 in total (wB97M-V/def2-TZVPD).

The calculation puts the maximum force at 0.007 Eh/bohr. Its spin multiplicity is 1. The energy relative to the best compared isomer or geometry (same formula, charge and spin) comes out at 121.8 kJ/mol. As for the charge: 0. For the frontier orbital gap, the calculation gives 10.37 eV.

Each line ends with the Löwdin charge.
Positions of all 18 atoms, in Å:
O (-30.757, 21.531, 28.082)  -0.04
H (-30.750, 22.233, 27.424)  0.04
H (-31.472, 20.949, 27.808)  0.04
O (-26.751, 18.109, 28.371)  -0.06
H (-27.279, 17.365, 28.670)  0.04
H (-27.389, 18.803, 28.129)  -0.01
O (-27.934, 20.291, 27.179)  -0.06
H (-28.660, 20.924, 27.157)  0.04
H (-27.976, 19.830, 26.328)  0.02
O (-25.667, 18.673, 25.248)  -0.05
H (-25.828, 18.441, 24.329)  0.03
H (-26.043, 17.954, 25.768)  0.02
O (-29.402, 18.904, 25.185)  -0.04
H (-30.049, 18.336, 25.614)  0.05
H (-28.994, 18.348, 24.514)  0.05
O (-26.225, 21.162, 29.460)  -0.06
H (-25.604, 20.659, 29.995)  0.03
H (-26.585, 20.515, 28.842)  -0.02

Entry from OMol25: a cluster of 6 separate species, H12O6 in total in a non-equilibrium geometry (wB97M-V/def2-TZVPD).

The calculation puts the maximum force at 0.048 Eh/bohr. Its spin multiplicity is 1. The energy relative to the best compared isomer or geometry (same formula, charge and spin) comes out at 159.9 kJ/mol. As for the charge: 0. For the frontier orbital gap, the calculation gives 11.51 eV.

Each line ends with the Löwdin charge.
Positions of all 18 atoms, in Å:
O (-0.499, 1.759, -0.492)  -0.04
H (-0.240, 2.584, -0.908)  0.04
H (0.052, 1.306, 0.119)  0.01
O (1.409, -3.373, 0.349)  -0.06
H (1.523, -2.464, 0.063)  -0.02
H (0.544, -3.474, 0.770)  0.04
O (-2.974, -0.237, -3.439)  -0.07
H (-2.205, -0.177, -4.020)  0.03
H (-2.796, -0.734, -2.626)  0.04
O (2.528, -0.863, -0.383)  -0.05
H (2.471, -0.522, 0.519)  0.01
H (3.462, -0.877, -0.616)  0.06
O (2.170, -0.758, 2.542)  -0.06
H (2.990, -0.964, 3.029)  0.07
H (1.796, -1.590, 2.203)  0.03
O (-3.586, 3.770, 1.146)  -0.05
H (-3.941, 2.909, 0.973)  0.02
H (-2.703, 3.706, 0.768)  0.02

Entry from OMol25: a cluster of 6 separate species, H12O6 in total in a non-equilibrium geometry (wB97M-V/def2-TZVPD).

The calculation puts the maximum force at 0.124 Eh/bohr. Its spin multiplicity is 1. The energy relative to the best compared isomer or geometry (same formula, charge and spin) comes out at 246.8 kJ/mol. As for the charge: 0. For the frontier orbital gap, the calculation gives 11.24 eV.

Each line ends with the Löwdin charge.
Positions of all 18 atoms, in Å:
O (3.957, 1.499, -2.557)  -0.09
H (3.254, 1.198, -3.106)  0.00
H (3.745, 1.218, -1.622)  0.00
O (6.340, -0.318, 0.377)  -0.06
H (7.171, -0.670, 0.586)  0.01
H (6.154, -0.344, -0.631)  0.10
O (3.684, 0.268, -0.159)  -0.05
H (4.258, -0.381, -0.390)  -0.04
H (4.102, 0.864, 0.582)  0.14
O (-2.434, 3.752, 2.161)  -0.06
H (-3.177, 3.102, 2.025)  0.02
H (-2.293, 4.199, 1.384)  -0.03
O (-4.111, 1.959, 0.974)  -0.03
H (-3.832, 1.861, 0.127)  -0.01
H (-5.105, 1.953, 0.777)  0.11
O (-7.280, -7.100, -0.614)  -0.05
H (-8.242, -7.264, -0.365)  0.08
H (-7.273, -6.222, -0.828)  -0.03

Entry from OMol25: a cluster of 6 separate species, H12O6 in total in a non-equilibrium geometry (wB97M-V/def2-TZVPD).

The calculation puts the maximum force at 0.098 Eh/bohr. Its spin multiplicity is 1. The energy relative to the best compared isomer or geometry (same formula, charge and spin) comes out at 214.7 kJ/mol. As for the charge: 0. For the frontier orbital gap, the calculation gives 10.16 eV.

Each line ends with the Löwdin charge.
Positions of all 18 atoms, in Å:
O (-1.042, 0.705, 2.084)  -0.09
H (-0.772, 1.621, 1.755)  0.09
H (-2.045, 0.790, 2.154)  0.10
O (1.970, 1.276, -1.439)  -0.03
H (2.014, 1.992, -0.740)  0.08
H (2.780, 0.860, -1.500)  -0.01
O (-0.613, -0.164, -0.474)  0.01
H (0.146, 0.311, -0.462)  -0.03
H (-0.839, -0.038, 0.404)  -0.03
O (-2.375, 1.814, -1.525)  -0.10
H (-2.053, 0.952, -1.217)  -0.01
H (-3.272, 1.451, -1.749)  0.06
O (-0.482, -3.084, -0.429)  -0.10
H (-0.549, -2.041, -0.358)  0.05
H (-0.140, -3.201, 0.431)  -0.02
O (2.195, -1.365, 0.760)  -0.06
H (3.102, -1.037, 0.750)  0.03
H (1.975, -0.835, 1.559)  0.05

Entry from OMol25: a cluster of 6 separate species, H12O6 in total (wB97M-V/def2-TZVPD).

The calculation puts the maximum force at 0.017 Eh/bohr. Its spin multiplicity is 1. The energy relative to the best compared isomer or geometry (same formula, charge and spin) comes out at 155.9 kJ/mol. As for the charge: 0. For the frontier orbital gap, the calculation gives 10.47 eV.

Each line ends with the Löwdin charge.
Positions of all 18 atoms, in Å:
O (-1.200, -0.952, 1.019)  -0.05
H (-2.146, -1.008, 0.837)  0.08
H (-0.872, -1.852, 0.895)  0.08
O (0.439, 1.211, -2.529)  -0.06
H (0.568, 1.334, -3.479)  0.08
H (0.905, 1.955, -2.121)  0.08
O (-1.369, 1.458, 2.426)  -0.07
H (-1.284, 0.561, 2.053)  -0.02
H (-2.050, 1.884, 1.897)  0.03
O (1.116, 0.000, -0.179)  -0.07
H (0.282, -0.061, 0.315)  -0.01
H (0.862, 0.332, -1.058)  -0.03
O (1.615, -0.128, 3.036)  -0.05
H (1.247, -0.972, 2.759)  0.02
H (1.073, 0.142, 3.786)  0.03
O (0.556, -1.570, -3.178)  -0.06
H (-0.297, -1.686, -3.609)  0.03
H (0.557, -0.648, -2.870)  -0.02

Entry from OMol25: a structure of composition H12O6Pt (wB97M-V/def2-TZVPD).

The calculation puts the maximum force at 0.016 Eh/bohr. Its spin multiplicity is 3. The energy relative to the best compared isomer or geometry (same formula, charge and spin) comes out at 859.6 kJ/mol. As for the charge: +2. For the frontier orbital gap (spin up / spin down), the calculation gives 5.69 / 3.19 eV.

Each line ends with the Löwdin charge.
Positions of all 19 atoms, in Å:
Pt (-9.116, 22.733, 5.426)  1.27
O (-6.460, 24.827, 3.556)  -0.04
H (-6.356, 25.779, 3.562)  0.05
H (-5.733, 24.510, 3.020)  0.05
O (-6.202, 22.106, 8.259)  0.03
H (-5.251, 22.158, 8.359)  0.07
H (-6.546, 22.295, 9.132)  0.06
O (-12.042, 24.496, 3.449)  0.01
H (-12.749, 24.739, 4.047)  0.06
H (-12.414, 24.619, 2.575)  0.06
O (-11.056, 19.790, 7.776)  0.01
H (-11.653, 19.956, 8.506)  0.06
H (-10.680, 18.930, 7.964)  0.06
O (-9.331, 19.544, 2.708)  0.05
H (-9.585, 18.680, 3.033)  0.07
H (-9.442, 19.486, 1.759)  0.07
O (-9.620, 25.853, 7.867)  -0.04
H (-9.078, 26.244, 8.553)  0.05
H (-10.488, 26.232, 8.002)  0.05

Entry from OMol25: a structure of composition H12O6V in a non-equilibrium geometry (wB97M-V/def2-TZVPD).

The calculation puts the maximum force at 0.079 Eh/bohr. Its spin multiplicity is 3. The energy relative to the best compared isomer or geometry (same formula, charge and spin) comes out at 40.9 kJ/mol. As for the charge: +3. For the frontier orbital gap (spin up / spin down), the calculation gives 9.64 / 11.50 eV.

Each line ends with the Löwdin charge.
Positions of all 19 atoms, in Å:
V (0.097, -0.020, 0.011)  1.31
O (1.569, -1.384, -0.939)  0.03
H (1.347, -2.314, -0.929)  0.12
H (1.718, -1.255, -1.878)  0.13
O (-1.349, 1.340, 0.841)  -0.02
H (-1.924, 1.588, 0.086)  0.13
H (-1.804, 1.281, 1.724)  0.17
O (-1.150, 0.034, -1.684)  0.01
H (-1.834, -0.582, -1.928)  0.13
H (-1.065, 0.600, -2.453)  0.14
O (0.997, 0.383, 1.845)  0.02
H (1.242, 1.171, 2.284)  0.12
H (0.794, -0.217, 2.593)  0.15
O (-0.659, -1.734, 0.976)  0.02
H (-1.548, -1.947, 0.995)  0.09
H (-0.151, -2.586, 0.974)  0.17
O (1.074, 1.515, -0.822)  -0.02
H (0.959, 2.278, -0.200)  0.15
H (1.685, 1.849, -1.497)  0.17

Entry from OMol25: a structure of composition H13LiO7 in a non-equilibrium geometry (wB97M-V/def2-TZVPD).

The calculation puts the maximum force at 0.212 Eh/bohr. Its spin multiplicity is 1. The energy relative to the best compared isomer or geometry (same formula, charge and spin) comes out at 135.5 kJ/mol. As for the charge: 0. For the frontier orbital gap, the calculation gives 9.21 eV.

Each line ends with the Löwdin charge.
Positions of all 21 atoms, in Å:
Li (-0.122, -0.605, -0.614)  0.72
O (-0.029, 1.099, 0.301)  -0.49
H (0.141, 2.245, 0.481)  0.18
O (-1.539, -1.659, 0.651)  0.01
H (-1.683, -2.367, 1.065)  -0.07
H (-1.781, -0.900, 1.219)  0.03
O (-1.444, -0.391, -2.110)  -0.16
H (-2.061, -1.183, -1.860)  0.10
H (-1.190, -0.206, -3.070)  0.10
O (-1.721, 0.629, 2.305)  -0.09
H (-2.635, 0.572, 2.015)  0.04
H (-1.015, 0.971, 1.691)  0.00
O (1.701, -2.059, -0.675)  -0.06
H (2.501, -1.575, -0.291)  0.10
H (1.666, -2.918, -0.366)  0.00
O (1.117, 2.069, -1.989)  -0.09
H (0.547, 1.746, -1.258)  -0.04
H (1.839, 2.566, -1.635)  0.01
O (1.928, 0.481, 1.625)  -0.13
H (2.748, 0.742, 1.421)  -0.08
H (1.034, 0.741, 1.092)  -0.06

Entry from OMol25: a structure of composition H13NaO7 in a non-equilibrium geometry (wB97M-V/def2-TZVPD).

The calculation puts the maximum force at 0.191 Eh/bohr. Its spin multiplicity is 1. The energy relative to the best compared isomer or geometry (same formula, charge and spin) comes out at 881.9 kJ/mol. As for the charge: 0. For the frontier orbital gap, the calculation gives 7.36 eV.

Each line ends with the Löwdin charge.
Positions of all 21 atoms, in Å:
Na (-0.275, -0.158, -0.206)  0.12
O (1.236, -0.020, 0.850)  -0.20
H (0.647, 0.332, 1.546)  0.02
O (-1.321, 1.305, -0.655)  -0.04
H (-2.018, 1.922, -0.878)  0.07
H (-0.926, 1.666, 0.139)  -0.22
O (0.582, -0.417, -1.822)  -0.05
H (0.552, -1.176, -2.406)  0.08
H (1.054, 0.250, -2.320)  0.09
O (2.050, 1.180, -0.547)  -0.09
H (2.548, 0.466, -0.943)  0.03
H (1.521, 0.758, 0.131)  -0.31
O (-0.460, 1.679, 1.134)  0.09
H (-0.599, 1.902, 2.055)  0.14
H (0.437, 1.347, 1.100)  0.03
O (-1.486, -0.982, 1.072)  -0.02
H (-1.360, -1.651, 1.745)  0.08
H (-2.201, -1.316, 0.531)  0.09
O (0.205, -2.028, -0.210)  -0.06
H (-0.105, -2.602, -0.910)  0.08
H (-0.081, -2.456, 0.596)  0.07